The following is a DFT calculation (the ωB97M-V functional and the def2-TZVPD basis) of a molecular structure, C30H40AsCrN3O4Si2.

Geometry as XYZ:
```
81
Properties=species:S:1:pos:R:3:lowdin_spin:R:1
As 0.30691 -1.33295 -1.59656 -0.016
Cr 0.13516 -1.51076 0.98939 2.946
Si 2.49077 -1.38546 -2.38241 -0.003
Si -0.42033 -3.45846 -2.22878 -0.004
O -1.33703 -3.13798 4.27545 0.005
O 0.02514 -2.09535 2.83854 0.022
O -2.77146 -4.03863 1.98393 0.006
O -1.33094 -2.81421 0.78448 0.025
N 0.78193 1.68191 0.68215 0.009
N -1.42142 2.36290 0.56611 0.005
N -0.92998 0.17164 1.15674 -0.005
C 3.46532 0.10509 -1.76848 0.000
C -1.80735 -3.31460 1.89081 0.006
C 4.17925 1.04280 1.89681 0.015
C -0.52015 1.35441 0.80325 0.011
C 2.98683 -1.03746 1.83846 0.009
C 3.48501 -2.91927 -1.92184 0.001
C -4.18840 -0.10891 2.87591 0.000
C -2.82986 0.12334 2.67731 -0.001
C -2.33026 -0.01804 1.38141 0.003
C 1.90513 0.95676 1.17721 0.008
C -1.15094 3.56903 -0.12552 0.000
C 3.09550 3.19916 1.19586 -0.001
C -1.38766 5.94344 -0.28915 0.000
C -1.63974 4.76601 0.40608 0.000
C 2.52335 -1.23038 -4.26494 -0.003
C -1.02072 -2.81750 3.15358 0.006
C 1.83338 -0.41933 1.34865 -0.036
C 0.18795 -3.95080 -3.95178 -0.003
C -1.91562 0.49221 3.81207 0.000
C 3.05464 1.71285 1.43681 -0.002
C -4.50099 -0.61429 0.54674 0.000
C -0.18585 4.74808 -1.98852 0.000
C -5.01865 -0.47143 1.82682 -0.001
C 4.15104 -0.33057 2.10146 -0.003
C -0.44445 3.55906 -1.32540 0.001
C 0.13251 -4.85015 -1.08740 0.000
C -0.65933 5.94403 -1.46968 0.000
C -2.29528 -3.44362 -2.32393 0.000
C -2.41731 4.76463 1.69203 0.000
C -3.15311 -0.38934 0.32405 -0.001
H 1.26665 -4.11791 -3.98132 0.000
H -0.11068 2.61180 -1.73374 0.000
H -0.06039 -3.19424 -4.69904 0.000
H 4.51212 -2.85225 -2.29333 0.000
H -2.70603 -0.53484 -0.65259 0.000
H 2.86423 1.01767 -1.81377 0.000
H 4.35070 0.24910 -2.39605 0.000
H 5.08434 1.60671 2.09426 0.001
H -0.17952 -5.81911 -1.48977 0.000
H -2.38776 2.08850 0.67103 0.000
H 2.01036 -2.04956 -4.76776 0.000
H -5.13702 -0.92872 -0.27041 0.000
H -0.30123 -4.88723 -4.23886 0.000
H -2.43512 0.39992 4.76506 0.000
H 2.97646 -2.10823 2.02277 0.000
H 0.36998 4.73332 -2.91684 0.000
H -3.38578 4.27189 1.57489 0.000
H 2.04304 -0.29789 -4.57105 0.000
H 4.07608 3.59759 1.45306 0.000
H -2.67862 -4.43298 -2.59156 0.000
H -2.59950 5.78279 2.03290 0.000
H -6.06652 -0.66908 2.01383 0.000
H 5.03387 -0.84171 2.46691 -0.001
H 3.03272 -3.82375 -2.33437 0.000
H 0.95106 2.64913 0.46417 0.000
H -0.46666 6.87614 -1.98503 0.000
H -1.87965 4.22207 2.47110 0.000
H -4.58991 -0.02862 3.87926 0.000
H 3.52023 -3.02557 -0.83499 0.000
H -2.71327 -3.16291 -1.35651 0.000
H -1.56217 1.52330 3.71183 0.000
H 1.21979 -4.86010 -0.98303 0.000
H 3.56116 -1.20930 -4.61382 0.000
H 2.35411 3.73587 1.79663 0.000
H -2.62608 -2.72980 -3.08284 0.000
H -1.03941 -0.15784 3.83076 0.000
H 2.91213 3.44462 0.14383 0.000
H 3.79536 -0.03261 -0.73859 0.000
H -0.31144 -4.73203 -0.09830 0.000
H -1.76058 6.87801 0.11354 0.000
```

Calculated values
Electronic energy = -5491.91875 a.u.
Multiplicity = 4
Charge = -1


The following is a DFT calculation (the ωB97M-V functional and the def2-TZVPD basis) of a molecular structure, C16H18HgN5O10S.

Geometry as XYZ:
```
51
Properties=species:S:1:pos:R:3:lowdin_spin:R:1
Hg -1.32833 0.04541 -1.18918 0.414
S 3.31821 1.52786 6.56011 0.000
O 0.32101 -2.92884 -4.37397 0.054
O 5.44654 -1.98966 -3.75659 0.007
O 2.58379 2.76230 6.81557 0.000
O 5.98474 0.09464 -3.72194 0.014
O 4.74152 1.71520 6.30093 0.000
O 3.02965 0.47225 7.52428 0.000
O 2.68476 3.50106 -3.55510 0.002
O -0.25219 -2.19273 -2.32906 0.144
O -0.15121 0.61991 -3.51291 0.166
O 0.80968 3.02203 -2.60787 0.011
N 5.16574 -0.80750 -3.68601 0.006
N 1.84028 2.71301 -3.15844 0.002
N 0.99667 -0.78337 1.53275 0.013
N -4.35077 -1.75526 -1.16677 0.018
N -4.66977 1.30011 -0.90608 0.018
C 0.41213 -2.18068 -3.39059 0.001
C -5.41657 -1.74179 -0.18291 0.001
C 2.92460 -0.29698 2.94092 0.001
C -5.56792 0.83879 0.13798 0.001
C 1.56002 -0.20872 2.67818 0.000
C 3.46174 0.26497 4.09213 0.000
C 0.75589 0.48603 3.58324 0.001
C 1.29801 1.03585 4.73326 0.000
C 2.13154 1.27403 -3.31585 0.028
C 1.44634 -1.09158 -3.45977 0.050
C 1.04882 0.30529 -3.41644 -0.009
C -6.26156 -0.47076 -0.22937 0.000
C 2.65577 0.92116 5.01140 0.001
C 3.43629 0.92083 -3.41824 -0.008
C 2.79421 -1.43039 -3.54851 0.007
C 3.74754 -0.44275 -3.54473 0.042
H 3.08394 -2.46713 -3.63962 0.000
H 1.56236 -1.46749 1.05897 0.000
H -4.97501 0.67431 1.04231 0.001
H -6.10567 -2.59746 -0.26706 0.000
H -5.15708 1.55314 -1.75557 0.000
H 0.03191 -1.05668 1.60898 0.009
H 3.56800 -0.81588 2.23757 0.000
H -6.71375 -0.36840 -1.22517 0.000
H 4.21371 1.66793 -3.39585 -0.001
H -4.68785 -1.59434 -2.10637 0.000
H -7.09242 -0.61568 0.46874 0.000
H -6.34422 1.57380 0.40069 0.000
H 4.52246 0.19617 4.29633 0.000
H 0.67086 1.57294 5.43364 0.000
H -3.81872 -2.61478 -1.15881 0.001
H -4.09422 2.07971 -0.62109 0.006
H -4.95799 -1.81107 0.80904 0.000
H -0.30349 0.59119 3.37282 0.000
```

Calculated values
Electronic energy = -2198.19429 a.u.
Multiplicity = 2
Charge = -2


The following is a DFT calculation (the ωB97M-V functional and the def2-TZVPD basis) of 2 unconnected molecules or ions with the total composition C6H14O.

Geometry as XYZ:
```
21
Properties=species:S:1:pos:R:3:lowdin_spin:R:1
O 0.32198 -2.68183 1.82260 0.037
C 0.79743 1.11674 -0.52190 0.047
C -1.25336 0.60755 -2.20406 0.074
C 0.03929 1.84618 0.49773 0.031
C 0.15289 1.07069 1.84326 0.002
C 0.10513 -1.33756 -1.02679 0.272
C -0.11223 0.01046 -1.14138 0.310
H -0.87227 1.37977 -2.77155 0.025
H -0.97909 1.94574 0.18478 0.002
H 1.66287 0.50235 -0.13243 0.005
H 0.44149 -3.55341 2.25257 0.008
H 1.21205 -1.68098 -0.96685 0.064
H -1.94121 1.10579 -1.44303 0.004
H 1.13840 1.15909 2.33611 0.003
H 0.12524 2.89188 0.87465 0.014
H -1.77050 -0.30679 -2.59243 0.017
H -0.55889 -2.10981 -0.95890 0.053
H -0.07232 -2.95255 0.95990 0.010
H 1.21351 1.78845 -1.28365 0.019
H 0.09164 0.04862 1.64506 0.003
H -0.64163 1.35214 2.63391 0.001
```

Calculated values
Electronic energy = -312.09350 a.u.
Multiplicity = 2
Charge = -1